{
  "formula": "C49H58F6O5P",
  "method": "the ωB97M-V functional and the def2-TZVPD basis",
  "charge": -1,
  "e_above_lowest_ev": 2.682,
  "orbital_gap_ev": 6.55,
  "elements": ["C", "C", "O", "C", "O", "C", "C", "C", "P", "O", "C", "C", "C", "C", "C", "C", "O", "C", "O", "H", "H", "H", "H", "H", "H", "H", "H", "H", "H", "H", "H", "H", "H", "H", "H", "H", "H", "H", "H", "H", "H", "H", "H", "H", "H", "H", "H", "F", "C", "C", "C", "C", "C", "C", "H", "H", "H", "H", "H", "F", "C", "C", "C", "C", "C", "C", "H", "H", "H", "H", "H", "F", "C", "C", "C", "C", "C", "C", "H", "H", "H", "H", "H", "F", "C", "C", "C", "C", "C", "C", "H", "H", "H", "H", "H", "F", "C", "C", "C", "C", "C", "C", "H", "H", "H", "H", "H", "F", "C", "C", "C", "C", "C", "C", "H", "H", "H", "H", "H"],
  "xyz": [[3.339781, 1.028950, 1.617424], [3.106838, 1.025720, 0.028666], [2.920698, 2.341963, -0.554025], [1.753913, 2.990237, -0.061794], [1.934070, 3.894562, 0.799859], [0.262591, 2.709165, -0.544839], [-0.870529, 3.058578, 0.526692], [-1.540446, 1.735185, 1.192572], [-0.377686, 0.919302, 2.468013], [0.348819, -0.001532, 1.172938], [-0.053294, -1.397211, 1.139554], [-0.793218, -1.654652, 2.546922], [-2.019661, -2.676927, 2.640660], [-1.671972, -4.222270, 2.353353], [-0.126379, -4.620745, 2.462751], [0.672017, -4.667156, 1.072266], [-0.110097, -4.311527, -0.088300], [0.722005, -3.789356, -1.154383], [-1.446017, -0.392457, 2.932323], [4.424302, 1.252837, 1.911137], [3.111702, -0.035715, 1.991992], [2.652589, 1.731225, 2.189067], [2.300063, 0.263901, -0.282570], [4.084938, 0.614806, -0.427526], [0.125289, 3.300142, -1.527787], [0.143266, 1.605452, -0.814634], [-0.558156, 3.787992, 1.340519], [-1.725694, 3.567738, -0.057632], [-2.503166, 2.054302, 1.748370], [-1.853950, 1.034695, 0.326696], [0.593023, 2.007546, 2.352978], [-0.956249, 1.752833, 3.508625], [0.502894, 0.392843, 3.519321], [-0.602877, -1.715496, 0.185649], [0.966318, -1.919321, 1.308724], [-0.156101, -1.892084, 3.465015], [-2.900815, -2.407564, 1.944761], [-2.450043, -2.563066, 3.705551], [-2.218859, -4.831258, 3.169258], [-2.172758, -4.511528, 1.371141], [0.474874, -3.999370, 3.211152], [-0.101050, -5.697863, 2.880000], [1.615550, -4.033495, 1.147232], [1.029955, -5.754837, 0.901684], [0.055556, -3.167783, -1.859855], [1.171498, -4.623575, -1.802749], [1.527049, -3.069134, -0.774780], [8.105090, 5.014665, -3.617967], [6.761683, 4.989164, -3.550242], [6.018482, 5.526523, -4.589013], [4.629120, 5.495970, -4.522304], [3.999743, 4.937753, -3.412343], [4.756602, 4.405218, -2.372341], [6.145835, 4.425877, -2.443982], [6.525975, 5.964240, -5.441117], [4.037608, 5.907109, -5.333619], [2.916100, 4.918087, -3.358794], [4.264618, 3.974453, -1.506776], [6.750873, 4.008061, -1.647953], [-1.879332, 3.561467, 4.784013], [-3.133731, 3.161011, 5.021652], [-3.557559, 1.920604, 4.562829], [-4.862298, 1.510795, 4.819264], [-5.730874, 2.345714, 5.519665], [-5.296453, 3.588196, 5.969988], [-3.988832, 3.996510, 5.724812], [-2.872796, 1.281057, 4.009975], [-5.202729, 0.540952, 4.472709], [-6.749602, 2.024732, 5.714231], [-5.974759, 4.238065, 6.511311], [-3.629897, 4.957306, 6.075515], [-7.325385, 5.241830, 7.842161], [-6.597869, 5.926091, 8.740147], [-5.245153, 6.126233, 8.511133], [-4.493833, 6.839194, 9.439030], [-5.100850, 7.334680, 10.590477], [-6.458500, 7.123252, 10.812103], [-7.213241, 6.419776, 9.879344], [-4.788572, 5.726897, 7.615011], [-3.436644, 7.008082, 9.265942], [-4.512692, 7.887135, 11.316135], [-6.928914, 7.506282, 11.711342], [-8.273183, 6.253344, 10.031297], [4.430370, 2.691052, -9.197285], [5.598336, 2.531354, -8.553959], [6.568771, 1.706753, -9.100771], [7.780420, 1.545292, -8.437012], [8.003155, 2.201781, -7.229153], [7.018941, 3.023550, -6.687304], [5.811642, 3.194062, -7.355769], [6.374004, 1.197691, -10.037489], [8.549898, 0.908344, -8.859706], [8.947056, 2.071798, -6.709722], [7.192181, 3.530374, -5.745347], [5.037776, 3.836857, -6.952754], [3.647475, -8.708915, -3.057180], [2.580373, -8.269486, -3.743843], [2.658293, -8.156697, -5.122909], [1.551352, -7.706326, -5.834708], [0.383369, -7.363932, -5.158199], [0.318058, -7.476738, -3.772139], [1.421132, -7.937431, -3.060891], [3.578577, -8.419948, -5.631099], [1.598786, -7.621368, -6.914913], [-0.478152, -7.008451, -5.714118], [-0.591352, -7.205758, -3.246414], [1.385772, -8.039997, -1.982632], [-2.407422, -5.027368, -5.139311], [-3.434475, -5.499682, -4.416189], [-3.309766, -5.598341, -3.038428], [-4.375788, -6.083113, -2.288441], [-5.551027, -6.474399, -2.924576], [-5.663708, -6.376070, -4.308075], [-4.602217, -5.880890, -5.058183], [-2.384367, -5.296821, -2.560546], [-4.290806, -6.156594, -1.209774], [-6.380735, -6.856684, -2.338858], [-6.578406, -6.685054, -4.802503], [-4.676178, -5.789221, -6.135423]],
  "forces_ev_per_a": [[-0.1, -0.6, 0.1], [1.2, -1.7, 0.5], [-2.0, -0.2, 0.6], [0.0, 3.0, 3.3], [-0.3, -3.1, -3.4], [0.6, -0.7, -0.4], [-1.3, -0.3, -0.2], [-0.8, 0.8, -1.0], [0.3, 1.9, 1.7], [-0.8, -1.9, -0.3], [1.8, 0.4, 2.2], [-3.0, 0.8, 1.0], [-0.2, -0.5, -0.2], [-0.5, 0.2, 1.0], [-0.1, -1.1, -0.3], [0.7, -1.1, 0.3], [1.3, 0.8, 0.1], [-0.4, 0.5, -0.9], [0.9, -1.2, -1.8], [-1.5, -0.1, -0.7], [0.2, 1.6, -0.6], [0.8, -0.9, -0.9], [0.8, 1.6, 0.7], [-1.5, 0.9, 0.5], [0.3, -0.7, 1.5], [0.4, 1.4, 0.3], [0.0, -1.0, -1.1], [1.3, -0.6, 0.8], [1.4, -0.4, -1.0], [0.4, 1.0, 1.3], [-0.1, -0.4, -0.7], [-0.1, -0.3, -0.2], [0.3, -0.3, -0.4], [0.6, 0.5, 1.5], [-1.6, 0.1, -1.0], [0.1, 0.1, -1.7], [1.6, 0.0, 0.9], [0.8, -0.1, -1.6], [0.8, 0.8, -1.3], [1.2, 0.2, 1.1], [-1.1, -0.6, -1.1], [0.0, 1.6, -0.6], [-1.2, -0.6, -0.2], [-0.4, 1.5, 0.3], [0.8, -1.0, 1.2], [-0.4, 1.0, 1.1], [-1.0, -1.2, -0.4], [0.3, 0.0, -0.1], [-0.9, 0.0, 0.2], [0.2, 0.1, -0.1], [0.0, -0.2, 0.3], [0.0, 0.0, -0.1], [0.0, 0.1, -0.1], [0.1, 0.0, 0.0], [0.0, 0.0, 0.1], [0.1, 0.0, 0.1], [0.1, 0.0, 0.0], [0.1, 0.0, -0.1], [0.0, 0.0, 0.0], [-0.1, 0.2, 0.1], [-0.6, -0.3, 0.1], [0.1, -0.3, -0.2], [0.0, 0.4, 0.2], [-0.1, -0.1, 0.0], [0.1, -0.2, -0.1], [0.0, 0.0, 0.0], [0.0, 0.1, 0.1], [0.1, 0.1, 0.0], [0.1, 0.1, 0.0], [0.1, -0.2, -0.2], [0.1, 0.0, -0.1], [-0.2, 0.0, 0.0], [0.5, 0.4, 0.6], [0.0, 0.0, -0.2], [-0.3, 0.0, 0.2], [0.0, 0.0, 0.0], [0.2, -0.1, -0.2], [-0.2, -0.1, 0.0], [-0.1, 0.0, 0.1], [-0.1, -0.1, 0.0], [-0.1, -0.1, -0.1], [0.0, 0.0, -0.1], [0.1, 0.0, 0.0], [-0.1, 0.0, -0.1], [0.7, -0.1, 0.4], [-0.1, -0.1, -0.2], [-0.2, 0.2, 0.2], [0.0, 0.0, 0.0], [0.1, -0.2, -0.3], [-0.2, 0.1, 0.0], [0.0, 0.1, 0.0], [-0.1, 0.0, 0.0], [-0.1, 0.0, 0.0], [-0.1, -0.1, -0.1], [0.0, -0.1, 0.0], [0.1, -0.1, 0.1], [-0.6, 0.3, -0.4], [0.2, -0.1, -0.1], [-0.1, 0.0, 0.3], [-0.1, 0.0, -0.1], [0.2, -0.1, -0.2], [0.0, 0.0, 0.2], [0.0, 0.0, 0.1], [0.0, 0.0, 0.1], [0.1, 0.0, 0.1], [0.1, 0.0, 0.0], [0.0, 0.0, 0.0], [0.1, 0.0, -0.1], [-0.7, -0.3, 0.5], [0.2, 0.1, 0.0], [-0.1, 0.0, -0.3], [0.0, 0.0, 0.0], [0.2, 0.1, 0.2], [0.0, 0.0, -0.2], [0.0, 0.0, 0.0], [0.0, 0.0, -0.1], [0.1, 0.0, -0.1], [0.1, 0.1, 0.0], [0.0, 0.0, 0.1]]
}